1.
The following is a DFT calculation (ωB97M-V with the def2-TZVPD basis set) of the molecule C24H30N4O2.

Structure (XYZ):
```
60
Properties=species:S:1:pos:R:3:forces:R:3:nbo_charge:R:1
C -6.171 -2.488 2.154 0.1 0.4 -0.1 -0.649
C -5.822 -1.738 0.918 -0.1 -0.8 -0.4 0.283
C -5.689 -2.135 -0.378 -0.1 0.0 0.6 -0.323
C -5.346 -0.976 -1.119 0.0 0.6 0.3 -0.303
C -5.300 0.052 -0.225 0.1 0.0 -0.9 0.248
O -5.584 -0.410 1.017 -0.1 0.1 0.4 -0.415
C -4.934 1.497 -0.377 0.0 -0.1 0.2 -0.256
N -3.506 1.770 -0.327 -0.1 0.1 0.0 -0.431
C -2.897 1.377 0.928 0.2 0.2 0.1 -0.224
C -1.489 1.955 1.017 -0.1 -0.2 0.0 -0.402
H -1.031 1.677 1.968 0.0 0.0 0.0 0.207
H -1.533 3.042 0.954 0.0 0.0 0.1 0.231
C -0.647 1.442 -0.150 -0.6 0.1 -0.1 -0.038
N 0.667 2.038 -0.111 0.7 -0.3 0.1 -0.154
C 1.877 1.435 -0.147 0.3 0.3 -0.1 0.307
C 2.831 2.430 -0.050 -0.1 -0.3 -0.1 -0.361
C 2.087 3.611 0.028 0.0 -0.3 0.0 -0.049
N 0.794 3.358 -0.013 -0.5 0.7 0.0 -0.275
H 2.439 4.619 0.110 0.0 0.2 0.0 0.205
H 3.894 2.308 -0.041 0.2 -0.1 0.0 0.225
N 2.061 0.051 -0.224 0.1 0.2 0.4 -0.651
C 1.612 -0.735 -1.245 0.0 -0.5 0.1 0.699
O 0.891 -0.334 -2.130 -0.1 0.1 -0.2 -0.614
C 2.100 -2.171 -1.160 -0.1 0.1 -0.3 -0.506
H 1.388 -2.783 -1.714 0.0 0.1 0.1 0.241
H 2.103 -2.500 -0.121 0.0 0.0 0.1 0.211
C 3.506 -2.319 -1.777 0.1 -0.2 0.1 -0.380
H 3.484 -3.108 -2.530 0.0 0.1 0.0 0.217
H 3.780 -1.393 -2.288 0.0 0.0 -0.1 0.211
C 4.592 -2.671 -0.750 0.0 0.1 -0.2 -0.421
C 4.877 -1.539 0.195 0.0 -0.2 0.1 -0.031
C 5.646 -0.458 -0.222 0.0 0.0 0.0 -0.224
C 5.899 0.601 0.632 0.1 0.0 0.0 -0.193
C 5.380 0.600 1.916 0.0 0.0 0.1 -0.219
C 4.613 -0.469 2.344 0.0 0.1 0.1 -0.221
C 4.366 -1.532 1.489 0.1 -0.1 0.0 -0.205
H 3.782 -2.373 1.839 0.0 -0.1 0.0 0.208
H 4.210 -0.481 3.346 0.0 0.0 0.1 0.219
H 5.575 1.428 2.582 0.0 0.1 0.1 0.221
H 6.507 1.428 0.295 0.0 0.1 0.0 0.218
H 6.055 -0.453 -1.222 0.0 0.0 -0.1 0.215
H 4.285 -3.557 -0.192 0.0 0.0 0.0 0.208
H 5.507 -2.916 -1.295 0.0 -0.1 0.1 0.220
H 2.801 -0.318 0.361 -0.2 0.0 0.0 0.428
C -1.352 1.786 -1.462 0.0 -0.3 0.0 -0.410
C -2.769 1.224 -1.450 0.2 0.2 -0.1 -0.225
H -2.722 0.121 -1.414 -0.1 0.0 0.0 0.169
H -3.283 1.512 -2.370 0.0 -0.1 0.0 0.201
H -1.386 2.872 -1.558 0.0 0.0 0.0 0.218
H -0.792 1.364 -2.296 0.0 0.1 0.0 0.241
H -0.520 0.357 -0.074 0.0 0.1 0.0 0.212
H -2.845 0.277 1.033 -0.1 0.0 0.0 0.161
H -3.508 1.766 1.745 0.0 -0.1 0.0 0.205
H -5.407 2.065 0.429 -0.1 0.0 -0.1 0.214
H -5.308 1.866 -1.336 0.0 0.0 0.1 0.215
H -5.170 -0.916 -2.173 0.1 0.1 -0.2 0.225
H -5.817 -3.127 -0.761 -0.1 -0.2 0.0 0.223
H -6.306 -3.539 1.917 0.0 0.0 0.0 0.227
H -7.092 -2.100 2.588 -0.1 0.0 0.1 0.223
H -5.381 -2.387 2.897 0.0 -0.1 0.1 0.222
```
Positions in Å, forces in eV/Å.

Its total charge is 0. The highest occupied orbital energy is -8.06 eV. Its spin multiplicity is 1. For the LUMO energy, the calculation gives 0.71 eV. Its SMILES is Cc1ccc(CN2CCC(n3nccc3NC(=O)CCCc3ccccc3)CC2)o1. The calculation puts the total energy at -1302.0492 hartree. For the energy above the lowest of the compared OMol25 structures with the same formula, charge and spin, the calculation gives 1.384 eV. Its HOMO-LUMO gap is 8.76 eV.

2.
The following is a DFT calculation (ωB97M-V with the def2-TZVPD basis set) of a structure of composition CHCl3NOP in a non-equilibrium geometry.

Structure (XYZ):
```
8
Properties=species:S:1:pos:R:3:forces:R:3:nbo_charge:R:1
C -0.534 0.331 -0.314 3.6 -0.7 2.4 0.261
N -1.701 0.298 -0.627 -1.6 1.8 -1.8 -0.576
O 0.314 1.308 -0.898 -1.3 0.9 -0.5 -0.764
P -0.897 1.989 -1.856 0.9 -3.9 1.2 1.431
Cl -2.407 3.188 -1.577 -1.0 0.5 0.6 -0.135
Cl -1.137 0.929 -3.534 -0.2 -0.1 -0.2 -0.184
Cl 0.362 3.343 -2.555 0.8 1.1 -0.5 -0.219
H 0.117 -0.213 0.460 -1.2 0.3 -1.1 0.186
```
Positions in Å, forces in eV/Å.

Its total charge is 0. The highest occupied orbital energy is -9.63 eV. Its spin multiplicity is 1. For the LUMO energy, the calculation gives -0.41 eV. The calculation puts the total energy at -1890.6393 hartree. For the energy above the lowest of the compared OMol25 structures with the same formula, charge and spin, the calculation gives 1.987 eV. Its HOMO-LUMO gap is 9.22 eV.

3.
The following is a DFT calculation (ωB97M-V with the def2-TZVPD basis set) of a cluster of 2 separate species, CH2O5 in total in a non-equilibrium geometry.

Structure (XYZ):
```
8
Properties=species:S:1:pos:R:3:forces:R:3:nbo_charge:R:1
C -1.024 0.102 -0.175 0.2 2.6 0.9 0.650
O 1.563 -0.925 0.763 -1.0 0.1 -1.7 0.293
O 2.004 -0.151 -0.125 -0.2 -1.2 1.1 -0.104
O 0.485 -1.570 0.454 2.5 0.4 0.5 -0.201
O -0.106 1.188 0.112 -1.6 -1.6 -0.5 -0.734
O -1.663 0.010 -1.169 0.4 -0.1 0.0 -0.546
H -0.137 1.835 -0.617 -0.1 -0.5 0.1 0.494
H -1.123 -0.488 0.756 -0.2 0.4 -0.5 0.147
```
Positions in Å, forces in eV/Å.

Its total charge is 0. The highest occupied orbital energy (spin up / spin down) is -11.07 / -11.07 eV. Its spin multiplicity is 1. For the LUMO energy (spin up / spin down), the calculation gives -2.86 / -2.86 eV. The calculation puts the total energy at -415.2249 hartree. For the energy above the lowest of the compared OMol25 structures with the same formula, charge and spin, the calculation gives 3.145 eV. Its HOMO-LUMO gap (spin up / spin down) is 8.21 / 8.21 eV.

4.
The following is a DFT calculation (ωB97M-V with the def2-TZVPD basis set) of the molecule C5H5NO.

Structure (XYZ):
```
12
Properties=species:S:1:pos:R:3:forces:R:3:nbo_charge:R:1
O 0.397 0.648 1.686 0.0 -0.2 -0.3 -0.513
C 0.546 0.391 0.508 -0.1 0.3 0.3 0.492
C 1.795 -0.183 0.042 0.4 0.4 0.0 -0.135
C 2.916 -0.526 -0.216 -0.3 -0.3 -0.3 -0.120
C -0.576 0.557 -0.464 0.3 0.0 0.0 -0.193
C -1.567 -0.531 -0.252 -0.2 0.0 -0.6 -0.228
N -1.866 0.839 0.130 0.0 0.1 0.2 -0.555
H 3.852 -0.939 -0.512 0.1 0.1 0.1 0.239
H -0.386 0.949 -1.465 0.1 -0.2 0.3 0.229
H -1.321 -1.221 0.536 -0.1 -0.3 0.1 0.202
H -2.075 -0.914 -1.134 -0.1 0.0 0.3 0.207
H -1.717 0.930 1.140 -0.1 0.1 -0.3 0.375
```
Positions in Å, forces in eV/Å.

Its total charge is 0. The highest occupied orbital energy is -10.10 eV. Its spin multiplicity is 1. For the LUMO energy, the calculation gives 0.10 eV. Its SMILES is C#CC(=O)[C@H]1CN1. The calculation puts the total energy at -323.4015 hartree. For the energy above the lowest of the compared OMol25 structures with the same formula, charge and spin, the calculation gives 3.216 eV. Its HOMO-LUMO gap is 10.20 eV.

5.
The following is a DFT calculation (ωB97M-V with the def2-TZVPD basis set) of a structure of composition C17H17InN2O3.

Structure (XYZ):
```
40
Properties=species:S:1:pos:R:3:forces:R:3:nbo_charge:R:1
In 0.248 -0.544 0.369 -0.2 -0.2 0.3 2.032
O -1.035 -2.055 -0.299 0.1 0.1 -0.2 -0.806
C -2.192 -2.006 -0.883 -0.1 0.0 0.0 0.421
C -2.704 -3.195 -1.458 0.0 0.0 0.0 -0.244
C -3.936 -3.232 -2.056 0.0 0.0 0.0 -0.163
C -4.750 -2.090 -2.125 0.0 0.0 0.0 -0.289
C -4.281 -0.925 -1.581 0.0 0.0 0.0 -0.124
C -3.014 -0.844 -0.961 0.0 0.0 0.0 -0.264
C -2.641 0.447 -0.460 0.0 0.0 0.0 0.215
N -1.528 0.786 0.087 -0.1 0.1 0.0 -0.591
C -1.325 2.189 0.456 0.0 0.0 0.0 -0.231
C -0.188 2.286 1.475 0.1 0.0 0.0 -0.239
N 0.915 1.521 0.934 0.0 0.1 -0.1 -0.553
C 2.082 1.999 0.754 0.0 -0.1 -0.1 0.209
C 3.152 1.305 0.069 0.0 0.0 0.0 -0.246
C 4.440 1.853 0.189 0.0 0.0 0.0 -0.132
C 5.527 1.303 -0.444 0.0 0.0 0.0 -0.279
C 5.327 0.178 -1.249 0.0 0.0 0.0 -0.171
C 4.076 -0.372 -1.405 0.0 0.0 0.0 -0.237
C 2.947 0.161 -0.752 0.0 0.0 0.0 0.394
O 1.780 -0.399 -0.989 0.1 -0.1 0.0 -0.834
H -2.079 -4.076 -1.401 0.0 0.0 0.0 0.218
H -4.289 -4.163 -2.482 0.0 0.0 0.0 0.213
H -5.721 -2.132 -2.598 0.0 0.0 0.0 0.216
H -4.886 -0.026 -1.623 0.0 0.0 0.0 0.203
H -3.403 1.223 -0.585 0.0 0.0 0.0 0.168
H -2.245 2.622 0.856 0.0 0.0 0.0 0.202
H -1.037 2.751 -0.438 0.0 0.0 0.0 0.201
H -0.494 1.826 2.418 0.0 0.0 0.0 0.222
H 0.080 3.330 1.659 0.0 0.0 0.0 0.196
H 2.311 3.006 1.119 0.0 0.0 0.0 0.168
H 4.561 2.736 0.809 0.0 0.0 0.0 0.204
H 6.512 1.734 -0.331 0.0 0.0 0.0 0.216
H 6.169 -0.270 -1.763 0.0 0.0 0.0 0.213
H 3.916 -1.238 -2.033 0.0 0.0 0.0 0.217
C 0.027 -2.386 2.708 0.0 0.0 0.0 -0.231
O 0.574 -1.177 2.241 0.0 0.0 0.0 -0.954
H -1.058 -2.319 2.867 0.0 0.0 0.0 0.146
H 0.487 -2.637 3.669 0.0 0.0 0.0 0.161
H 0.197 -3.228 2.027 0.0 0.0 0.0 0.154
```
Positions in Å, forces in eV/Å.

Its total charge is 0. The highest occupied orbital energy is -8.17 eV. Its spin multiplicity is 1. For the LUMO energy, the calculation gives -0.05 eV. The calculation puts the total energy at -1183.4056 hartree. For the energy above the lowest of the compared OMol25 structures with the same formula, charge and spin, the calculation gives 0.000 eV. Its HOMO-LUMO gap is 8.12 eV.

6.
The following is a DFT calculation (ωB97M-V with the def2-TZVPD basis set) of a structure of composition C42H39AuF4N9Sb in a non-equilibrium geometry.

Structure (XYZ):
```
96
Properties=species:S:1:pos:R:3:forces:R:3:mulliken_spin:R:1
Au -13.563 3.747 15.829 -0.4 -0.6 0.3 0.569
C -17.320 4.624 14.342 -0.7 0.5 -1.4 0.012
C -18.235 4.568 15.374 0.3 -0.2 -0.7 -0.001
C -17.816 4.036 16.574 0.0 0.2 1.2 0.002
C -16.476 3.760 16.790 1.4 -1.3 -0.1 -0.004
N -15.582 3.878 15.769 -1.1 -0.2 -0.3 0.040
C -16.021 4.257 14.568 0.5 0.2 -0.7 0.035
N -15.930 3.177 18.039 -0.9 1.0 -1.0 -0.001
C -14.844 3.887 18.555 0.9 0.1 -0.1 0.007
N -13.821 4.221 17.783 -0.4 -0.2 1.4 0.214
C -12.756 4.742 18.559 0.8 0.6 -0.1 -0.009
N -11.553 4.962 18.166 -0.3 -0.7 -0.2 0.007
C -10.939 4.511 16.977 0.4 0.3 -1.1 0.007
C -9.581 4.851 16.686 -1.1 -1.0 0.2 0.002
C -8.885 4.200 15.657 -0.4 -0.3 -0.9 -0.003
C -9.567 3.291 14.810 -0.9 1.0 0.7 0.014
C -10.952 3.207 15.003 1.4 -0.8 -0.7 -0.081
N -11.593 3.744 16.019 0.9 1.4 1.4 0.089
C -13.311 4.908 19.928 1.5 -0.1 0.8 0.008
C -12.681 5.300 21.129 0.9 -1.4 -0.7 0.002
C -13.421 5.072 22.297 0.7 0.1 -0.9 -0.003
C -14.737 4.722 22.230 -2.3 0.5 -0.6 0.001
C -15.438 4.488 21.011 1.0 -1.0 0.7 -0.005
C -14.601 4.354 19.909 -0.6 0.9 0.0 0.028
H -17.634 4.944 13.326 0.4 -0.2 0.9 0.000
H -19.254 4.877 15.185 -0.1 -0.1 0.3 0.000
H -18.546 3.854 17.349 0.2 0.2 0.2 0.000
H -15.261 4.264 13.776 -0.5 0.1 0.3 -0.018
H -9.067 5.573 17.292 0.0 0.0 0.4 0.000
H -7.827 4.444 15.449 -0.7 -0.2 0.3 0.000
H -9.159 2.748 13.963 0.3 0.2 0.3 0.000
H -11.611 2.646 14.351 0.4 -0.2 -0.3 0.082
H -11.565 5.455 21.230 -1.6 0.3 -0.6 0.000
H -12.947 5.129 23.256 0.2 0.3 0.3 0.000
H -15.291 4.744 23.152 -0.2 -0.3 0.2 0.000
H -16.504 4.269 20.930 0.4 0.0 0.4 0.000
F -15.199 -1.102 14.364 0.8 -0.1 1.5 0.002
C -14.653 -0.553 15.491 -0.4 0.7 -0.5 0.001
C -15.541 -0.135 16.496 -0.3 -0.3 -1.0 -0.006
F -16.776 -0.637 16.395 0.1 0.7 0.0 0.000
C -15.186 0.724 17.536 0.0 0.7 -0.4 0.000
C -13.791 0.912 17.683 -0.8 0.5 -0.3 -0.022
C -12.939 0.600 16.657 1.9 -1.3 0.1 0.041
F -11.614 0.949 16.874 -1.3 -0.7 -0.4 0.003
C -13.278 -0.292 15.574 0.9 -0.1 0.4 -0.003
C -12.239 -1.002 14.774 -1.8 0.9 -0.2 -0.009
C -12.463 -1.312 13.443 0.1 1.0 -1.5 -0.004
N -12.526 -1.367 12.272 -0.3 -0.4 1.0 0.047
C -11.031 -1.506 15.264 3.2 -1.7 1.5 0.000
N -10.035 -2.044 15.602 -2.6 1.7 -0.8 0.000
F -13.303 1.477 18.799 -0.2 0.3 -0.5 -0.001
C -16.169 1.702 18.283 -0.1 -1.2 -0.1 -0.006
C -17.608 1.497 17.926 -0.2 -0.5 -0.5 0.001
N -18.694 1.396 17.548 1.0 0.0 0.6 0.000
C -15.974 1.364 19.687 0.0 1.1 1.9 -0.001
N -15.760 1.342 20.822 -0.2 -0.4 -1.0 0.000
C -10.072 -2.625 9.949 0.2 0.5 0.6 -0.021
C -11.408 -2.673 9.214 -0.2 -0.6 1.1 0.256
C -12.141 -3.987 9.490 0.4 -0.5 -0.1 0.007
C -11.429 -2.259 7.746 1.9 -0.5 0.8 0.063
Sb -12.743 -0.981 10.110 -0.3 0.8 -2.4 0.077
C -15.016 -1.153 10.105 -0.3 -0.5 1.0 0.214
C -15.563 -0.126 11.084 -0.6 0.4 0.7 -0.034
C -15.264 -2.613 10.569 0.3 0.4 -0.8 0.001
C -15.478 -0.846 8.667 0.8 1.0 0.8 0.078
C -11.897 1.121 10.174 -0.6 -0.1 0.0 0.191
C -12.682 2.064 11.115 0.3 0.7 -2.5 -0.029
C -12.179 1.602 8.664 1.6 0.0 1.6 0.067
C -10.376 1.087 10.494 -0.7 0.5 -0.5 0.003
H -9.375 -3.451 9.788 -0.2 -0.3 -0.6 0.008
H -10.269 -2.708 11.044 0.2 0.4 -0.6 0.008
H -9.492 -1.703 9.717 -0.5 -0.5 0.3 0.005
H -11.568 -4.804 9.010 -0.4 0.3 -0.2 0.011
H -13.184 -4.010 9.157 0.4 0.0 -0.4 -0.004
H -12.159 -4.298 10.539 0.1 0.4 0.1 0.002
H -10.930 -3.059 7.158 -0.4 0.4 0.2 0.006
H -10.830 -1.354 7.627 0.0 0.0 -0.1 -0.005
H -12.396 -2.048 7.365 -1.1 0.0 -0.4 -0.001
H -15.150 -0.319 12.117 -0.5 0.4 -1.0 0.009
H -16.702 -0.147 11.156 1.3 -0.1 -0.1 0.007
H -15.280 0.904 10.737 -0.3 -0.8 0.4 0.010
H -15.085 -2.768 11.632 0.3 0.1 0.1 0.003
H -14.677 -3.350 9.981 -0.4 0.5 0.5 0.001
H -16.294 -2.858 10.401 -0.8 -0.2 -0.1 0.008
H -15.205 0.208 8.409 0.4 -0.9 -0.1 -0.004
H -16.549 -0.799 8.542 -0.6 -0.5 0.4 0.005
H -15.091 -1.578 7.976 0.3 0.0 -0.5 -0.007
H -13.737 2.118 10.861 -0.2 -0.5 0.1 0.000
H -12.365 3.070 10.785 0.3 0.0 0.7 0.004
H -12.579 1.910 12.155 0.4 -0.3 1.2 0.024
H -13.223 1.799 8.406 0.2 -0.3 0.2 -0.004
H -11.678 0.949 7.945 -0.4 -0.2 0.0 -0.009
H -11.591 2.532 8.591 -0.4 0.1 -0.1 0.008
H -10.128 0.757 11.521 -0.2 0.1 -0.5 0.001
H -9.973 2.100 10.324 -0.1 -0.1 0.3 0.004
H -9.859 0.468 9.755 0.0 -0.1 0.3 0.002
```
Positions in Å, forces in eV/Å.

Its total charge is +2. The highest occupied orbital energy (spin up / spin down) is -9.32 / -12.42 eV. Its spin multiplicity is 3. For the LUMO energy (spin up / spin down), the calculation gives -7.81 / -8.13 eV. The calculation puts the total energy at -2891.1727 hartree. For the energy above the lowest of the compared OMol25 structures with the same formula, charge and spin, the calculation gives 0.000 eV. Its HOMO-LUMO gap (spin up / spin down) is 1.51 / 4.29 eV.